No. 1
Below is 12 unconnected molecules or ions with the total composition C36H55ClN13P, with properties calculated with ωB97M-V/def2-TZVPD.

Geometry as XYZ:
```
106
Properties=species:S:1:pos:R:3:mulliken_charge:R:1
C 0.122 5.052 0.101 -1.1421
C 0.529 3.831 -0.206 0.2835
C 0.095 2.608 0.541 -0.4020
C -0.610 1.502 -0.323 1.8638
C -0.371 0.243 0.416 -0.8477
N -0.235 -0.704 1.052 -0.7827
C 0.058 1.356 -1.725 -0.5794
Cl -0.740 2.436 -2.910 -0.1366
C 0.200 -0.056 -2.272 -0.1302
C 0.835 -0.065 -3.664 -1.5059
C -2.162 1.674 -0.277 -0.2080
C -2.624 3.038 -0.524 -0.1724
N -3.031 4.073 -0.803 -0.4952
P -3.138 0.442 -1.349 -0.1486
C -3.759 -0.648 -0.003 -0.8896
C -4.523 0.010 1.165 -1.0647
C -4.641 1.369 -1.862 -0.7443
C -4.563 1.864 -3.320 -0.9915
H 0.201 5.843 -0.631 0.2785
H -0.286 5.275 1.080 0.2578
H 1.238 3.700 -1.015 0.2946
H -0.568 2.915 1.353 0.4478
H 0.954 2.124 1.017 -0.0916
H 1.072 1.735 -1.619 0.6136
H -0.766 -0.558 -2.309 0.1820
H 0.876 -0.604 -1.613 0.5203
H 1.355 -1.013 -3.813 0.4154
H 0.105 0.058 -4.460 0.3587
H 1.592 0.720 -3.731 0.2434
H -2.443 1.455 0.757 0.6966
H -4.354 -1.428 -0.481 0.6211
H -2.851 -1.113 0.391 0.3421
H -3.906 0.030 2.065 0.2179
H -5.440 -0.522 1.403 0.3747
H -4.794 1.046 0.945 0.2585
H -4.896 2.191 -1.196 0.5419
H -5.445 0.633 -1.766 0.5931
H -3.754 1.377 -3.865 0.2577
H -4.424 2.944 -3.352 0.1152
H -5.490 1.630 -3.845 0.3657
C 5.060 -0.516 -3.302 -0.9502
C 4.130 0.373 -2.624 0.5174
N 3.379 1.057 -2.090 -0.4096
H 4.537 -1.141 -4.023 0.3198
H 5.826 0.058 -3.821 0.3339
H 5.541 -1.175 -2.584 0.1541
C 4.006 1.327 1.424 -0.5537
C 3.516 2.690 1.580 0.5051
N 3.108 3.757 1.700 -0.4652
H 4.576 1.239 0.501 0.1809
H 4.635 1.050 2.268 0.3633
H 3.169 0.630 1.378 0.0106
C 1.605 -0.997 4.034 -0.3029
C 2.955 -0.543 4.331 0.3913
N 4.025 -0.188 4.550 -0.4811
H 0.869 -0.406 4.575 0.2521
H 1.394 -0.905 2.968 -0.0659
H 1.474 -2.038 4.316 0.1714
C -4.293 -1.215 5.343 -0.7964
C -5.438 -0.962 4.477 0.4236
N -6.323 -0.759 3.776 -0.4435
H -3.651 -1.981 4.909 0.2383
H -3.710 -0.305 5.470 0.2511
H -4.628 -1.553 6.322 0.3682
C -2.886 7.793 -0.871 -0.1558
C -1.736 8.339 -0.164 0.2226
N -0.840 8.732 0.435 -0.4093
H -3.808 8.078 -0.367 0.3390
H -2.931 8.161 -1.894 0.0806
H -2.830 6.703 -0.891 -0.0435
C 1.122 -3.499 7.889 -0.8314
C 0.222 -3.055 6.834 0.4236
N -0.482 -2.706 5.997 -0.3988
H 2.000 -3.976 7.458 0.2741
H 1.446 -2.650 8.488 0.2701
H 0.617 -4.213 8.538 0.3073
C 6.462 -4.765 -1.272 -0.7316
C 5.823 -4.196 -2.448 0.4025
N 5.292 -3.745 -3.361 -0.4215
H 7.443 -5.164 -1.526 0.3296
H 6.573 -4.010 -0.498 0.2744
H 5.846 -5.565 -0.868 0.1589
C 4.130 -6.846 2.765 -0.6284
C 4.259 -5.737 1.831 0.3107
N 4.360 -4.860 1.096 -0.3925
H 5.074 -7.377 2.868 0.2864
H 3.830 -6.490 3.748 0.2969
H 3.379 -7.550 2.417 0.1089
C 0.736 0.269 -8.202 -0.7951
C 0.105 -0.711 -7.328 0.4018
N -0.393 -1.468 -6.626 -0.3969
H 1.173 1.071 -7.610 0.2732
H 1.523 -0.201 -8.790 0.2791
H 0.001 0.696 -8.881 0.2791
C 0.741 -9.987 3.472 -0.7689
C 1.968 -9.531 4.113 0.3768
N 2.931 -9.171 4.622 -0.3925
H -0.110 -9.419 3.843 0.2674
H 0.807 -9.854 2.394 0.2736
H 0.578 -11.042 3.684 0.2771
C -4.282 7.002 -4.421 -0.7269
C -5.287 7.699 -3.629 0.3622
N -6.071 8.243 -2.991 -0.4020
H -4.760 6.423 -5.210 0.3225
H -3.598 7.716 -4.876 0.2880
H -3.713 6.322 -3.788 0.1851
```

As for the SMILES: C=CC[C@](C#N)([C@H](Cl)CC)[C@@H](C#N)P(CC)CC.CC#N.CC#N.CC#N.CC#N.CC#N.CC#N.CC#N.CC#N.CC#N.CC#N.CC#N. Its LUMO energy is -0.04 eV. The maximum force comes out at 0.0150 Eh/bohr. The value obtained for the frontier orbital gap is 8.4 eV. Its charge is 0. The HOMO energy is -8.4631 eV.



No. 2
Below is 13 unconnected molecules or ions with the total composition C36H56BN14O2P, with properties calculated with ωB97M-V/def2-TZVPD.

Geometry as XYZ:
```
110
Properties=species:S:1:pos:R:3:mulliken_charge:R:1
C 3.082 -3.270 3.519 -0.8384
C 3.187 -3.186 1.893 0.4867
C 4.710 -3.647 1.486 -1.0213
C 2.073 -4.160 1.184 -0.5642
B 0.563 -4.001 1.793 -0.0828
C -0.328 -2.635 1.844 0.5867
C -1.907 -2.804 1.458 -0.0542
C -2.970 -1.600 1.489 -0.6247
C -2.416 -0.152 1.933 -0.4824
C -0.869 0.030 2.296 -0.4749
C 0.231 -1.172 2.279 -0.2305
P -0.289 -5.601 2.495 0.9352
N -1.291 -5.243 3.728 -0.9125
O 0.926 -6.664 3.188 -0.5846
O -1.183 -6.359 1.208 -0.3158
H 2.357 -2.428 3.872 0.1028
H 4.094 -3.091 4.052 0.3822
H 2.655 -4.280 3.916 0.1287
H 3.056 -2.100 1.477 0.2349
H 4.676 -4.053 0.395 0.0850
H 5.173 -4.416 2.238 0.2799
H 5.395 -2.693 1.497 0.3101
H 2.421 -5.260 1.434 0.1071
H 2.120 -4.100 0.008 0.3016
H -2.337 -3.856 1.150 0.0296
H -4.108 -1.744 1.241 0.3423
H -3.182 0.735 1.966 0.3376
H -0.487 1.077 2.612 0.4341
H 1.337 -1.015 2.577 0.0981
H -1.288 -4.222 3.918 0.3208
H 0.788 -6.703 4.181 0.3041
H -1.089 -5.868 0.342 0.4487
C 1.044 -9.767 0.116 -0.9432
C 0.161 -8.654 0.495 0.4768
N -0.536 -7.770 0.795 -0.4457
H 0.708 -10.252 -0.805 0.3048
H 2.071 -9.429 -0.051 0.1977
H 1.078 -10.536 0.893 0.2742
C 1.697 4.263 2.507 -0.8471
C 0.500 3.576 3.011 0.4304
N -0.442 3.036 3.408 -0.5551
H 2.027 3.849 1.550 0.2390
H 1.514 5.330 2.352 0.3089
H 2.536 4.176 3.204 0.3580
C 6.302 -6.958 -0.426 -0.7150
C 6.510 -5.583 -0.899 0.4079
N 6.674 -4.501 -1.270 -0.4068
H 5.249 -7.151 -0.198 0.1708
H 6.611 -7.693 -1.175 0.3282
H 6.873 -7.163 0.485 0.2615
C -1.656 2.505 -0.210 -0.5253
C -0.672 3.525 -0.594 0.3988
N 0.104 4.328 -0.896 -0.4625
H -2.259 2.826 0.644 0.2477
H -2.347 2.282 -1.028 0.2441
H -1.174 1.564 0.071 0.1208
C 3.029 6.785 -1.635 -0.4740
C 3.168 6.913 -0.178 0.4132
N 3.278 7.014 0.968 -0.4903
H 1.985 6.873 -1.950 0.0194
H 3.592 7.559 -2.165 0.3290
H 3.394 5.818 -1.992 0.1802
C -4.856 -4.892 3.347 -0.6363
C -5.057 -4.226 2.052 0.5686
N -5.214 -3.702 1.033 -0.5658
H -5.156 -4.251 4.181 0.2601
H -5.440 -5.813 3.421 0.2604
H -3.807 -5.160 3.505 0.0865
C -4.196 2.959 -4.451 -0.6832
C -4.065 3.085 -2.993 0.4321
N -3.961 3.184 -1.845 -0.4980
H -5.238 3.052 -4.772 0.3215
H -3.626 3.731 -4.975 0.0692
H -3.833 1.991 -4.807 0.3070
C -1.473 7.377 -2.668 -0.4657
C -0.488 8.397 -3.052 0.3257
N 0.288 9.199 -3.354 -0.4046
H -2.076 7.699 -1.814 0.2726
H -2.164 7.155 -3.487 0.2347
H -0.991 6.436 -2.387 0.0498
C 6.615 5.932 -2.274 -0.7765
C 6.409 6.597 -3.568 0.3694
N 6.247 7.120 -4.585 -0.3847
H 6.317 6.573 -1.439 0.2366
H 6.034 5.009 -2.197 0.2602
H 7.665 5.667 -2.119 0.3080
C -2.233 4.563 -8.299 -0.5309
C -3.528 4.144 -7.747 0.4710
N -4.548 3.813 -7.313 -0.4654
H -2.174 5.652 -8.409 0.0117
H -1.402 4.257 -7.656 0.2656
H -2.055 4.127 -9.287 0.3089
C 3.323 -0.897 6.928 -0.8755
C 3.125 -0.232 5.633 0.4224
N 2.970 0.291 4.614 -0.3851
H 3.021 -0.256 7.761 0.3302
H 2.739 -1.819 7.000 0.2693
H 4.372 -1.164 7.088 0.2812
C -3.287 8.986 -8.927 -0.8315
C -2.234 8.041 -8.535 0.4241
N -1.404 7.296 -8.226 -0.4720
H -2.909 10.011 -8.983 0.3115
H -3.705 8.740 -9.908 0.2796
H -4.116 8.986 -8.213 0.2679
C -8.680 -4.682 4.543 -0.8353
C -7.623 -5.624 4.934 0.4739
N -6.791 -6.365 5.242 -0.4455
H -8.305 -3.657 4.484 0.2686
H -9.100 -4.931 3.564 0.2678
H -9.507 -4.684 5.259 0.3236
```

Its LUMO energy is -0.55 eV. The maximum force comes out at 0.3194 Eh/bohr. The value obtained for the energy above the lowest of the compared OMol25 structures with the same formula, charge and spin is 411.27 kJ/mol. The value obtained for the frontier orbital gap is 5.9 eV. Its charge is 0. The HOMO energy is -6.4535 eV.



No. 3
Below is 5 unconnected molecules or ions with the total composition C36H56F7N6O6S, with properties calculated with ωB97M-V/def2-TZVPD.

Geometry as XYZ:
```
112
Properties=species:S:1:pos:R:3:mulliken_charge:R:1
C -2.528 4.513 2.782 -1.4623
C -1.585 4.026 1.682 -0.9202
C -1.439 2.480 1.694 -0.9379
C 0.042 2.079 1.734 -0.5775
C 0.522 2.174 3.198 -1.7571
N 0.513 0.781 0.967 0.6173
S 0.927 1.382 -0.738 0.8401
O 0.803 0.325 -1.670 -0.4436
O 2.137 2.105 -0.547 -0.5819
C -0.231 2.709 -1.397 0.3909
F 0.059 3.874 -0.803 -0.2918
F -1.528 2.439 -1.251 -0.2352
C 0.047 2.831 -2.939 0.9304
F 1.353 2.723 -3.214 -0.2195
F -0.633 1.856 -3.571 -0.2278
C -0.439 4.216 -3.489 0.5682
F 0.468 5.170 -3.224 -0.2360
F -1.620 4.558 -2.952 -0.2310
F -0.582 4.097 -4.819 -0.2447
C 1.850 0.437 1.578 -1.6420
C 2.575 -0.782 1.041 -1.3093
O 3.071 -0.566 -0.240 0.1671
C 3.966 -1.578 -0.679 -0.8603
C 4.438 -1.250 -2.084 0.7179
C 5.028 -2.490 -2.767 -1.5625
O 5.370 -0.179 -2.076 -0.5394
N 1.737 -1.925 1.190 1.0278
C 2.106 -2.958 2.139 -0.4846
C 2.103 -2.566 3.625 -0.9922
C 0.378 -1.843 0.663 -0.8753
C 0.383 -2.297 -0.817 0.3882
C -0.017 -3.765 -0.922 -1.1394
O 0.005 -4.227 -2.261 -0.6144
C -0.404 -0.508 1.043 1.5353
C -0.839 -0.705 2.514 -0.1307
C -1.992 -1.688 2.714 -1.7344
C -1.689 -0.332 0.201 -1.2265
O -2.206 -1.594 -0.153 0.0008
C -2.987 -1.619 -1.296 0.5693
C -2.567 -1.084 -2.509 0.4884
C -3.400 -1.187 -3.618 -1.2802
C -4.624 -1.833 -3.525 -0.6544
C -5.027 -2.372 -2.307 -0.7519
C -4.212 -2.258 -1.189 -0.3891
H -2.753 5.573 2.664 0.4848
H -2.067 4.395 3.766 0.3021
H -3.454 3.939 2.788 0.3280
H -1.974 4.353 0.717 0.3338
H -0.615 4.513 1.808 0.3439
H -2.034 2.073 0.893 0.4792
H -1.920 2.152 2.615 1.0679
H 0.622 2.873 1.257 1.1805
H 0.414 1.253 3.763 0.2492
H -0.090 2.932 3.680 0.4617
H 1.559 2.496 3.271 0.4317
H 2.477 1.320 1.628 0.6134
H 1.616 0.131 2.593 0.8952
H 3.418 -0.903 1.742 1.0355
H 3.454 -2.546 -0.673 0.3202
H 4.814 -1.643 0.017 0.3687
H 3.565 -0.912 -2.645 0.0090
H 6.101 -2.548 -2.586 0.3420
H 4.568 -3.411 -2.404 0.4002
H 4.891 -2.443 -3.843 0.3855
H 6.112 -0.442 -1.525 0.4302
H 3.098 -3.343 1.882 0.5605
H 1.436 -3.810 2.007 0.2499
H 1.086 -2.610 4.020 0.0919
H 2.665 -3.323 4.178 0.5530
H 2.539 -1.586 3.816 0.1595
H -0.165 -2.627 1.189 0.9122
H 1.390 -2.196 -1.222 0.5253
H -0.271 -1.747 -1.475 -0.5010
H 0.639 -4.383 -0.296 0.3076
H -1.055 -3.879 -0.603 0.3061
H 0.870 -4.046 -2.641 0.3987
H 0.013 -1.091 3.077 -0.0022
H -1.129 0.229 2.988 -0.0172
H -2.104 -1.843 3.786 0.6884
H -1.845 -2.647 2.225 0.0747
H -2.930 -1.276 2.348 0.1759
H -1.564 0.282 -0.683 0.7028
H -2.433 0.165 0.830 -0.3639
H -1.607 -0.595 -2.602 0.1808
H -3.094 -0.765 -4.566 0.4750
H -5.258 -1.926 -4.395 0.4223
H -5.975 -2.888 -2.237 0.4360
H -4.507 -2.680 -0.238 0.4722
C 0.763 -4.174 7.204 -0.9321
C -0.268 -3.539 6.398 0.4249
N -1.072 -3.032 5.756 -0.3829
H 0.508 -4.112 8.260 0.3315
H 0.861 -5.224 6.932 0.2794
H 1.721 -3.681 7.048 0.2604
C 7.231 -0.616 -6.725 -0.7916
C 7.009 -1.842 -5.973 0.3986
N 6.832 -2.805 -5.376 -0.4085
H 8.191 -0.179 -6.455 0.2634
H 7.231 -0.823 -7.793 0.3000
H 6.447 0.107 -6.508 0.2569
C -5.840 -0.502 4.236 -1.1022
C -4.835 0.340 3.606 0.5290
N -4.039 1.002 3.113 -0.3371
H -5.375 -1.146 4.981 0.2932
H -6.592 0.114 4.724 0.3663
H -6.329 -1.125 3.489 0.2869
C -2.890 7.018 -4.663 -0.5102
C -4.148 7.521 -5.192 0.1539
N -5.144 7.912 -5.604 -0.3330
H -2.942 6.932 -3.580 0.2325
H -2.670 6.037 -5.080 0.1373
H -2.072 7.692 -4.916 0.3240
```

Its LUMO energy is -3.18 eV. The maximum force comes out at 0.0271 Eh/bohr. The value obtained for the frontier orbital gap is 7.9 eV. Its charge is +1. The HOMO energy is -11.0343 eV.



No. 4
Below is a molecular structure, C36H57B2F15Hg2N3O22P2S, with properties calculated with ωB97M-V/def2-TZVPD.

Geometry as XYZ:
```
140
Properties=species:S:1:pos:R:3:mulliken_charge:R:1
Hg -2.649 4.100 0.369 0.6754
Hg 4.012 0.697 3.104 0.7798
O -3.424 -0.125 3.524 -0.6001
C -3.474 -0.991 4.394 0.5799
O -4.564 -1.635 4.920 -0.5047
B -4.112 -2.604 5.938 1.0076
O -2.670 -2.729 5.747 -0.4632
C -2.217 -1.756 4.892 0.6722
O -1.066 -1.502 4.630 -0.5933
O -4.800 -3.854 5.647 -0.4697
C -5.649 -4.135 6.544 0.5659
O -6.457 -5.073 6.634 -0.6382
C -5.514 -3.056 7.641 0.6086
O -4.562 -2.201 7.258 -0.4054
O -6.283 -2.863 8.602 -0.6067
O 0.484 10.963 1.223 -0.4965
C -0.127 11.273 0.201 0.6624
O -0.012 12.422 -0.507 -0.3752
B -0.883 12.453 -1.718 0.9916
O -1.579 11.154 -1.676 -0.4979
C -1.186 10.398 -0.655 0.6205
O -1.552 9.251 -0.342 -0.5456
O -1.870 13.537 -1.815 -0.4821
C -1.801 14.182 -2.913 0.6317
O -2.471 15.146 -3.251 -0.5988
C -0.670 13.430 -3.744 0.5774
O -0.198 12.413 -3.012 -0.4315
O -0.251 13.748 -4.905 -0.6095
P 6.380 5.793 2.840 1.1501
F 7.729 5.890 3.792 -0.3608
F 6.034 4.332 3.431 -0.3576
F 5.580 6.489 4.062 -0.3382
F 4.970 5.913 2.077 -0.3251
F 6.640 7.242 2.272 -0.3362
F 7.011 4.964 1.560 -0.3533
P 1.329 1.865 -1.265 1.1706
F 0.803 3.321 -0.910 -0.3219
F 1.579 2.278 -2.856 -0.3586
F 2.909 2.176 -0.944 -0.3533
F 1.611 0.225 -1.429 -0.3886
F 1.129 1.537 0.325 -0.3681
F -0.253 1.568 -1.498 -0.3750
C -0.667 3.864 7.159 0.6637
F 0.144 3.185 8.061 -0.2401
F -1.642 3.050 6.879 -0.2030
F -1.125 4.894 7.757 -0.1895
S 0.366 4.319 5.627 1.1161
O -0.505 4.343 4.475 -0.4300
O 0.957 5.602 5.912 -0.4436
O 1.377 3.225 5.488 -0.4009
C 0.615 -5.187 -3.590 -1.8838
C -0.546 -6.102 -3.120 1.3527
C 0.204 -7.526 -2.951 -1.1258
C -0.545 -8.601 -2.111 -0.6260
C -1.061 -8.048 -0.793 -0.9746
C -1.838 -6.621 -0.880 1.2919
N -1.055 -5.722 -1.739 0.3900
O -1.548 -4.441 -1.880 -0.3992
C -3.232 -6.959 -1.434 -1.7745
C -2.143 -6.048 0.498 -1.8095
C -1.615 -6.236 -4.240 -1.6510
H 0.172 -4.191 -3.607 0.5175
H 1.095 -5.369 -4.552 0.3554
H 1.330 -4.965 -2.799 0.4239
H 0.438 -7.954 -3.926 0.4458
H 1.106 -7.425 -2.349 0.4146
H 0.190 -9.403 -2.033 0.3872
H -1.378 -8.899 -2.748 0.2808
H -0.248 -7.990 -0.069 0.3891
H -1.842 -8.745 -0.489 0.3492
H -3.654 -6.003 -1.744 0.3807
H -3.110 -7.690 -2.233 0.3687
H -3.835 -7.404 -0.642 0.4901
H -2.700 -5.118 0.381 0.4268
H -2.693 -6.737 1.140 0.3875
H -1.159 -5.815 0.903 0.4411
H -1.153 -6.528 -5.183 0.4489
H -2.096 -5.275 -4.419 0.3577
H -2.400 -6.984 -4.126 0.2913
H -0.764 -3.887 -1.850 0.3721
C 6.606 -4.970 0.440 -1.6466
C 6.296 -4.321 1.830 1.6595
C 6.973 -5.231 2.953 -1.2688
C 8.491 -5.172 3.233 -0.6597
C 8.809 -3.714 3.448 -1.1164
C 8.356 -2.757 2.303 0.9747
N 6.929 -2.960 2.003 0.1647
O 6.439 -2.016 1.037 -0.2947
C 8.647 -1.242 2.805 -1.6760
C 9.282 -2.990 1.069 -1.4854
C 4.762 -4.284 2.020 -1.8074
H 6.324 -4.316 -0.386 0.3816
H 5.998 -5.868 0.337 0.4533
H 7.648 -5.264 0.319 0.3402
H 6.564 -5.107 3.956 0.4110
H 6.624 -6.218 2.650 0.4094
H 9.023 -5.619 2.393 0.3393
H 8.726 -5.741 4.132 0.3815
H 9.875 -3.744 3.672 0.4109
H 8.350 -3.489 4.411 0.4296
H 8.125 -0.895 3.697 0.3867
H 9.701 -1.110 3.049 0.3952
H 8.554 -0.467 2.045 0.3851
H 8.974 -2.374 0.224 0.3939
H 10.265 -2.708 1.445 0.4386
H 9.246 -4.066 0.898 0.3329
H 4.277 -5.216 1.730 0.3755
H 4.154 -3.605 1.422 0.4179
H 4.503 -4.097 3.062 0.3796
H 7.053 -2.190 0.320 0.3573
C -7.837 2.763 -3.595 -1.5354
C -6.489 2.317 -3.034 1.4441
C -6.056 1.183 -3.905 -1.0717
C -5.644 1.613 -5.329 -0.7562
C -4.600 2.849 -5.364 -1.3184
C -5.055 3.942 -4.424 1.4881
N -5.474 3.444 -3.079 0.2950
O -5.790 4.379 -2.166 -0.3173
C -3.831 4.829 -4.320 -1.8704
C -6.135 4.754 -5.241 -1.4974
C -6.768 1.711 -1.667 -1.8493
H -8.303 3.713 -3.334 0.2557
H -8.641 2.078 -3.324 0.4169
H -7.892 2.664 -4.679 0.3626
H -5.289 0.648 -3.346 0.4202
H -6.882 0.515 -4.151 0.3033
H -6.436 1.831 -6.045 0.3242
H -5.071 0.737 -5.633 0.4061
H -4.395 3.232 -6.364 0.4316
H -3.646 2.418 -5.060 0.5004
H -3.152 4.395 -3.586 0.4585
H -3.273 4.867 -5.255 0.4058
H -4.128 5.852 -4.090 0.4068
H -6.692 4.029 -5.835 0.3903
H -6.858 5.353 -4.688 0.2601
H -5.600 5.471 -5.863 0.4319
H -6.987 2.465 -0.910 0.3778
H -5.891 1.314 -1.157 0.4687
H -7.434 0.848 -1.665 0.3845
H -6.672 4.698 -2.370 0.3894
```

Its LUMO energy is -6.60 eV. The maximum force comes out at 0.1078 Eh/bohr. The value obtained for the frontier orbital gap is 1.2 eV. Its charge is -1. The HOMO energy is -7.8361 eV.